The following is a DFT calculation (ωB97M-V/def2-TZVPD) of a molecular structure, N2O6Rb in a non-equilibrium geometry.

Calculated values
**ΔE to the lowest compared entry with this formula, charge and spin**: 663.3 kJ/mol
**LUMO**: 2.32 eV
**HOMO level**: -5.043 eV
**Charge**: -1
**E_tot**: -15910.0197 eV

CARTESIAN COORDINATES (ANGSTROEM)
Rb  -0.202  1.250  0.575
N  1.961  0.548  -0.313
O  2.715  1.543  0.043
O  0.966  0.589  -0.913
O  2.050  -0.703  -0.071
N  -1.828  -0.831  0.127
O  -1.539  -0.154  1.041
O  -2.450  -0.209  -0.859
O  -1.672  -2.032  0.370